[1]
ORCA calculation (wB97M-V/def2-TZVPD) on C52H42ClIN7O3P2SSeTi as an isolated structure.

Calculated values
Net charge: +1
LUMO energy: -0.115 Eh
Relative energy (zero: lowest compared OMol25 entry of this formula, charge and spin): 16.0 kcal/mol
Orbital gap: 6.7 eV

Each line ends with the Löwdin charge.
Geometry (Å):
Ti -0.813 0.340 -0.528  0.8560
C 3.189 0.339 0.319  -0.3033
N 2.988 1.053 1.561  -0.1682
C 1.699 1.586 1.908  -0.3008
P 0.371 0.277 1.853  1.0725
C -0.730 0.815 3.183  -0.3528
C -1.130 2.151 3.184  -0.1100
C -1.999 2.617 4.157  -0.0688
C -2.475 1.752 5.132  -0.0664
C -2.084 0.420 5.129  -0.0591
C -1.219 -0.053 4.154  -0.0836
C 1.284 -1.171 2.429  -0.3593
C 1.504 -2.268 1.606  -0.1163
C 2.286 -3.324 2.048  -0.0626
C 2.844 -3.291 3.318  -0.0623
C 2.622 -2.200 4.147  -0.0546
C 1.844 -1.142 3.705  -0.0722
C 4.128 1.478 2.262  -0.2268
C 5.300 0.719 2.192  -0.0298
C 6.434 1.113 2.882  -0.0810
C 6.428 2.259 3.664  -0.0948
C 5.267 3.011 3.738  -0.0811
C 4.127 2.636 3.042  -0.0273
P 1.880 0.676 -0.936  1.0756
C 2.231 2.425 -1.322  -0.3427
C 3.523 2.766 -1.727  -0.0803
C 3.850 4.085 -1.993  -0.0585
C 2.889 5.078 -1.857  -0.0604
C 1.605 4.747 -1.454  -0.0642
C 1.276 3.425 -1.190  -0.1031
C 2.528 -0.258 -2.355  -0.3552
C 3.106 -1.513 -2.162  -0.0977
C 3.623 -2.221 -3.235  -0.0759
C 3.547 -1.693 -4.517  -0.0790
C 2.949 -0.458 -4.719  -0.0635
C 2.447 0.261 -3.643  -0.0955
H 3.270 -0.744 0.471  0.0730
H 4.124 0.666 -0.146  0.0977
H 1.386 2.456 1.314  0.0883
H 1.723 1.905 2.952  0.0953
H -0.785 2.833 2.418  0.0402
H -2.309 3.653 4.147  0.0994
H -3.153 2.114 5.893  0.1084
H -2.456 -0.257 5.885  0.1100
H -0.935 -1.096 4.149  0.1013
H 1.057 -2.310 0.620  0.0842
H 2.452 -4.177 1.404  0.1091
H 3.448 -4.117 3.666  0.1093
H 3.057 -2.167 5.137  0.1118
H 1.686 -0.288 4.353  0.1186
H 5.319 -0.199 1.621  0.1065
H 7.328 0.507 2.818  0.1062
H 7.313 2.560 4.205  0.1026
H 5.244 3.915 4.332  0.1065
H 3.253 3.271 3.091  0.1038
H 4.282 2.004 -1.852  0.1110
H 4.853 4.337 -2.307  0.1110
H 3.145 6.107 -2.068  0.1106
H 0.849 5.514 -1.346  0.0897
H 0.267 3.189 -0.876  0.0613
H 3.157 -1.957 -1.175  0.0945
H 4.083 -3.185 -3.066  0.1096
H 3.953 -2.243 -5.355  0.1094
H 2.879 -0.042 -5.714  0.1136
H 2.004 1.233 -3.819  0.0887
Cl -6.196 4.068 -2.802  0.7331
C -4.802 3.463 -1.976  -0.5905
C -4.102 4.283 -1.142  -0.1466
C -2.957 3.814 -0.451  -0.6064
I -1.916 5.129 0.766  1.0437
C -2.546 2.522 -0.608  -0.3548
O -1.460 1.995 -0.009  -0.2701
C -3.263 1.675 -1.492  -0.1457
N -2.764 0.416 -1.635  0.0331
C -3.350 -0.412 -2.460  -0.0956
C -4.507 -0.061 -3.186  -0.0113
C -5.025 1.193 -3.050  0.0102
C -4.394 2.118 -2.187  -0.1480
H -4.421 5.306 -1.004  0.0987
H -2.910 -1.396 -2.568  0.1222
H -4.952 -0.786 -3.850  0.1188
H -5.901 1.498 -3.606  0.1034
N -6.866 -5.045 -0.478  0.1314
C -5.784 -4.285 -0.166  -0.3035
C -4.641 -4.880 0.399  -0.0120
C -3.536 -4.125 0.703  -0.0586
C -3.544 -2.754 0.445  -0.3159
C -4.677 -2.147 -0.094  -0.0576
C -5.787 -2.903 -0.402  -0.0119
S -2.180 -1.782 0.838  0.6488
O -2.590 -0.369 0.889  -0.3442
O -1.519 -2.340 1.980  -0.2585
N -1.116 -1.635 -0.411  -0.2162
C -0.875 -2.538 -1.453  -0.4656
N -1.395 -3.755 -1.433  0.1554
C -1.144 -4.494 -2.514  -0.0956
C -0.397 -4.031 -3.584  -0.0272
C 0.116 -2.745 -3.473  -0.0878
N -0.116 -1.997 -2.403  0.1371
H -6.910 -6.006 -0.194  0.1053
H -7.726 -4.613 -0.762  0.1051
H -4.641 -5.943 0.600  0.1172
H -2.663 -4.587 1.140  0.1195
H -4.698 -1.077 -0.235  0.1068
H -6.674 -2.429 -0.801  0.1161
H -1.562 -5.493 -2.515  0.1173
H -0.214 -4.641 -4.454  0.1067
H 0.727 -2.299 -4.248  0.1118
Se -0.981 1.799 -5.079  0.6599
C -0.603 1.340 -3.433  -0.8949
N -0.352 1.030 -2.324  -0.1016

[2]
ORCA calculation (wB97M-V/def2-TZVPD) on a 8-piece molecular cluster, C52H44BCl2F4O30 overall at a distorted geometry.

Calculated values
Net charge: -1
LUMO energy: -0.035 Eh
Orbital gap: 5.3 eV

Each line ends with the Löwdin charge.
Geometry (Å):
C 4.690 -3.308 -2.467  -0.1871
C 3.602 -2.465 -1.539  -0.2954
C 4.171 -0.996 -1.037  -0.5811
Cl 5.941 -1.249 -0.568  0.5565
B 3.860 0.248 -2.052  -1.0292
Cl 3.387 -0.372 -3.781  0.5991
C 2.509 1.023 -1.430  -0.1904
C 1.201 0.035 -1.297  -0.1601
C -0.128 1.025 -1.527  -0.1703
O -1.290 0.146 -1.737  -0.1481
C -1.434 -0.111 -3.206  -0.2884
C -0.913 -1.482 -3.961  -0.0246
O -2.068 0.832 -3.933  -0.0327
C 5.084 1.315 -2.290  -0.2276
F 5.651 1.910 -1.047  -0.0500
F 4.475 2.483 -3.034  -0.0710
C 6.265 0.758 -3.337  -0.1068
F 6.014 1.259 -4.740  -0.0757
F 7.565 1.319 -2.894  -0.0683
H 4.054 -3.849 -3.311  0.0721
H 5.182 -4.195 -1.840  0.0761
H 5.477 -2.630 -3.006  0.0478
H 3.485 -3.113 -0.543  0.1061
H 2.538 -2.433 -2.023  0.0778
H 3.587 -0.766 -0.021  0.1074
H 2.173 1.945 -2.067  0.1056
H 2.815 1.307 -0.312  0.1030
H 1.135 -0.369 -0.197  0.1230
H 1.117 -0.786 -2.127  0.0675
H 0.013 1.630 -2.546  0.1404
H -0.256 1.791 -0.631  0.1228
H -1.818 -2.147 -4.354  0.0847
H -0.286 -2.202 -3.252  0.0941
H -0.182 -1.220 -4.858  0.1103
H 6.301 -0.415 -3.323  0.1359
C -5.959 -4.215 -1.080  0.0711
C -5.184 -4.578 -2.104  -0.1989
C -4.126 -3.673 -2.633  -0.2908
O -3.418 -4.042 -3.563  0.1010
C -3.977 -2.349 -2.010  0.0977
C -4.754 -1.984 -0.988  -0.1904
C -5.793 -2.900 -0.442  -0.2892
O -6.479 -2.544 0.510  0.0987
O -4.621 -0.740 -0.399  0.0943
O -5.336 -5.811 -2.711  0.0792
H -6.730 -4.863 -0.684  0.1236
H -3.217 -1.694 -2.416  0.1059
H -5.294 -0.717 0.316  0.1158
H -4.659 -5.836 -3.423  0.1154
C 0.455 4.065 1.518  0.0885
C 0.074 4.906 2.481  -0.2062
C 1.064 5.741 3.217  -0.3096
O 0.682 6.519 4.083  0.0897
C 2.486 5.590 2.868  0.0714
C 2.867 4.746 1.908  -0.1979
C 1.874 3.932 1.154  -0.2730
O 2.253 3.179 0.264  0.0955
O 4.202 4.597 1.577  0.0916
O -1.258 5.035 2.831  0.0725
H -0.255 3.454 0.974  0.1229
H 3.197 6.189 3.423  0.1342
H 4.219 3.932 0.855  0.1189
H -1.276 5.704 3.549  0.0804
C -3.561 4.719 7.751  0.0771
C -2.705 5.267 6.887  -0.2006
C -3.008 6.558 6.210  -0.2947
O -2.193 7.047 5.435  0.1083
C -4.298 7.203 6.502  0.0799
C -5.156 6.653 7.363  -0.2091
C -4.841 5.376 8.060  -0.3079
O -5.641 4.904 8.861  0.1014
O -6.372 7.251 7.640  0.0766
O -1.501 4.654 6.589  0.0877
H -3.352 3.782 8.251  0.1379
H -4.514 8.132 5.989  0.1378
H -6.810 6.663 8.292  0.1154
H -1.061 5.246 5.941  0.0995
C 13.575 1.121 -0.988  0.0726
C 13.254 2.089 -1.849  -0.1989
C 11.844 2.536 -2.020  -0.2758
O 11.582 3.441 -2.805  0.0961
C 10.805 1.858 -1.229  0.0917
C 11.126 0.887 -0.371  -0.2017
C 12.539 0.459 -0.180  -0.3086
O 12.804 -0.423 0.629  0.0979
O 10.154 0.244 0.373  0.0896
O 14.222 2.713 -2.614  0.0668
H 14.596 0.787 -0.853  0.1341
H 9.782 2.180 -1.376  0.1373
H 10.637 -0.415 0.918  0.1159
H 13.740 3.376 -3.155  0.0726
C 14.775 5.275 -6.712  0.0797
C 14.454 6.243 -7.572  -0.2076
C 13.044 6.690 -7.743  -0.3096
O 12.782 7.595 -8.528  0.1001
C 12.005 6.012 -6.952  0.0784
C 12.326 5.041 -6.094  -0.1947
C 13.739 4.613 -5.903  -0.2757
O 14.004 3.731 -5.094  0.0954
O 11.354 4.398 -5.350  0.0870
O 15.422 6.867 -8.337  0.0758
H 15.796 4.941 -6.576  0.1368
H 10.982 6.334 -7.099  0.1395
H 11.837 3.739 -4.805  0.0802
H 14.940 7.530 -8.878  0.1151
C -10.783 -5.748 1.402  0.0804
C -9.890 -4.951 0.812  -0.1997
C -9.962 -4.652 -0.645  -0.2969
O -9.138 -3.901 -1.154  0.1070
C -11.037 -5.286 -1.425  0.0797
C -11.928 -6.085 -0.836  -0.2083
C -11.871 -6.362 0.625  -0.3009
O -12.716 -7.086 1.142  0.0929
O -12.938 -6.686 -1.565  0.0759
O -8.863 -4.373 1.535  0.0836
H -10.743 -5.972 2.461  0.1251
H -11.067 -5.074 -2.486  0.1375
H -13.451 -7.213 -0.914  0.1141
H -8.353 -3.842 0.886  0.0763
C -13.824 -8.278 7.325  0.0753
C -12.931 -7.481 6.736  -0.2070
C -13.004 -7.182 5.279  -0.2970
O -12.180 -6.431 4.769  0.1036
C -14.078 -7.815 4.498  0.0835
C -14.969 -8.615 5.087  -0.2073
C -14.913 -8.891 6.549  -0.3079
O -15.757 -9.616 7.065  0.1018
O -15.980 -9.215 4.359  0.0789
O -11.904 -6.903 7.459  0.0799
H -13.785 -8.502 8.384  0.1369
H -14.109 -7.603 3.437  0.1255
H -16.493 -9.742 5.010  0.1152
H -11.394 -6.371 6.809  0.1166

[3]
ORCA calculation (wB97M-V/def2-TZVPD) on C52H44BrIrNO4PSb as an isolated structure at a distorted geometry.

Calculated values
Net charge: +1
LUMO energy: -0.092 Eh
Relative energy (zero: lowest compared OMol25 entry of this formula, charge and spin): 7.4 kcal/mol
Orbital gap: 7.8 eV

Each line ends with the Löwdin charge.
Geometry (Å):
Ir -0.650 -0.427 -0.268  1.1636
O -1.077 1.148 1.167  -0.2536
C -1.301 0.908 2.581  -0.2194
C -2.629 0.230 2.839  -0.1428
C -2.800 -1.044 2.004  -0.1370
C -1.667 -2.019 2.176  -0.2704
C -1.706 -3.021 3.132  0.0083
C -0.645 -3.902 3.246  -0.0263
C 0.439 -3.764 2.394  -0.0281
C 0.424 -2.739 1.469  -0.1068
N -0.599 -1.880 1.373  -0.0125
H -1.716 1.787 0.817  0.0837
H -1.194 1.858 3.104  0.1368
H -0.477 0.266 2.883  0.0527
H -3.465 0.907 2.645  0.1235
H -2.660 -0.009 3.906  0.1305
H -2.886 -0.807 0.939  0.0774
H -3.738 -1.535 2.264  0.1327
H -2.577 -3.110 3.768  0.1261
H -0.669 -4.693 3.984  0.1190
H 1.282 -4.438 2.435  0.1161
H 1.237 -2.579 0.773  0.0965
O 2.029 -0.966 -0.613  0.0000
C 1.157 -0.293 -1.092  -0.4589
C 1.379 0.546 -2.312  -0.1903
C 2.650 0.678 -2.858  -0.0014
C 2.822 1.492 -3.965  -0.0413
C 1.741 2.170 -4.521  -0.0445
C 0.471 2.028 -3.985  -0.0564
C 0.297 1.202 -2.882  -0.2990
P -1.236 0.860 -2.018  0.9913
C -2.356 0.015 -3.153  -0.3380
C -1.947 -0.370 -4.427  -0.0623
C -2.808 -1.088 -5.245  -0.0582
C -4.077 -1.421 -4.796  -0.0568
C -4.489 -1.042 -3.524  -0.0568
C -3.631 -0.331 -2.703  -0.1108
C -1.953 2.489 -1.664  -0.3253
C -1.191 3.353 -0.871  -0.1114
C -1.646 4.632 -0.596  -0.0582
C -2.860 5.062 -1.118  -0.0596
C -3.609 4.216 -1.924  -0.0572
C -3.159 2.932 -2.202  -0.0621
H 3.481 0.154 -2.406  0.1258
H 3.807 1.612 -4.396  0.1159
H 1.894 2.812 -5.379  0.1142
H -0.371 2.554 -4.418  0.1222
H -0.951 -0.135 -4.777  0.1069
H -2.479 -1.397 -6.228  0.1147
H -4.744 -1.986 -5.433  0.1134
H -5.473 -1.315 -3.166  0.1147
H -3.948 -0.069 -1.700  0.1129
H -0.221 3.034 -0.500  0.0880
H -1.049 5.298 0.013  0.1103
H -3.217 6.061 -0.907  0.1128
H -4.545 4.557 -2.345  0.1133
H -3.744 2.282 -2.838  0.1021
Br 0.033 -4.615 -6.128  0.7481
C -1.207 -4.576 -4.697  -0.6798
C -2.330 -5.388 -4.742  -0.1143
C -3.245 -5.336 -3.699  -0.0582
C -3.044 -4.473 -2.634  -0.0135
C -1.913 -3.666 -2.604  -0.1307
C -0.982 -3.720 -3.635  -0.0727
C -1.763 -2.675 -1.496  -0.5655
O -2.634 -2.501 -0.655  0.0353
O -0.651 -1.991 -1.533  -0.1917
H -2.485 -6.051 -5.582  0.1046
H -4.121 -5.970 -3.728  0.1103
H -3.757 -4.404 -1.824  0.1200
H -0.108 -3.085 -3.610  0.1121
C 2.116 3.119 6.427  -0.0855
C 2.545 3.823 5.312  -0.0817
C 2.599 3.201 4.069  -0.1243
C 2.220 1.869 3.929  -0.3855
C 1.790 1.172 5.058  -0.1558
C 1.742 1.788 6.301  -0.0883
Sb 2.260 0.753 2.097  1.5634
C 2.946 2.293 0.789  -0.3797
C 4.062 2.109 -0.024  -0.1306
C 4.429 3.077 -0.950  -0.0840
C 3.676 4.235 -1.087  -0.0797
C 2.558 4.427 -0.288  -0.0847
C 2.197 3.460 0.641  -0.1668
C 4.140 -0.176 2.481  -0.3863
C 5.270 0.574 2.804  -0.1277
C 6.466 -0.056 3.114  -0.0769
C 6.544 -1.443 3.110  -0.0817
C 5.425 -2.198 2.795  -0.0852
C 4.229 -1.564 2.482  -0.1370
H 2.079 3.604 7.394  0.1049
H 2.848 4.858 5.408  0.1052
H 2.956 3.761 3.213  0.0869
H 1.502 0.127 4.978  0.0901
H 1.418 1.230 7.170  0.1038
H 4.657 1.208 0.070  0.1005
H 5.307 2.927 -1.566  0.1091
H 3.964 4.989 -1.809  0.1060
H 1.973 5.334 -0.384  0.1032
H 1.329 3.632 1.271  0.0938
H 5.218 1.657 2.821  0.1018
H 7.338 0.535 3.365  0.1063
H 7.477 -1.933 3.354  0.1055
H 5.483 -3.279 2.790  0.1035
H 3.360 -2.163 2.229  0.0736

[4]
ORCA calculation (wB97M-V/def2-TZVPD) on C52H44N2O6P3Ru as an isolated structure.

Calculated values
<S²>: 0.7936
Net charge: 0
LUMO energy (alpha / beta): 0.016 / -0.039 Eh
Relative energy (zero: lowest compared OMol25 entry of this formula, charge and spin): 18.2 kcal/mol
Orbital gap (alpha / beta): 8.0 / 7.0 eV
Multiplicity: 2

Each line ends with the Löwdin charge.
Geometry (Å):
Ru 0.712 0.682 1.963  0.8617
O -0.284 2.518 1.594  -0.2375
N -1.427 2.666 2.132  0.0356
N -1.863 1.679 2.793  -0.1587
O -1.212 0.521 2.885  -0.2582
C -3.178 1.775 3.367  -0.1464
C -3.735 0.659 3.969  -0.0039
C -5.014 0.748 4.501  -0.0669
C -5.723 1.935 4.436  -0.0865
C -5.143 3.049 3.841  -0.0764
C -3.870 2.980 3.305  -0.0139
H -3.182 -0.262 4.038  0.0878
H -5.449 -0.122 4.974  0.1073
H -6.719 1.999 4.854  0.1026
H -5.685 3.985 3.797  0.1053
H -3.412 3.843 2.848  0.1100
O 1.585 4.018 3.879  0.0765
C 2.048 3.002 3.406  -0.6190
O 1.567 1.804 3.503  -0.1855
C 3.418 3.054 2.720  -0.1382
C 4.386 3.864 3.299  -0.0166
C 5.659 3.955 2.759  -0.0662
C 5.971 3.256 1.602  -0.0767
C 5.005 2.469 0.993  -0.0744
C 3.733 2.347 1.546  -0.2813
P 2.431 1.465 0.628  1.0338
C 3.284 0.363 -0.530  -0.3708
C 3.746 0.796 -1.769  -0.1069
C 4.369 -0.093 -2.631  -0.0773
C 4.535 -1.420 -2.263  -0.0805
C 4.093 -1.856 -1.020  -0.0782
C 3.474 -0.965 -0.156  -0.1049
C 1.724 2.813 -0.387  -0.3396
C 0.792 2.516 -1.380  -0.1198
C 0.118 3.533 -2.038  -0.0767
C 0.371 4.860 -1.717  -0.0770
C 1.299 5.163 -0.736  -0.0625
C 1.968 4.147 -0.070  -0.0583
H 4.112 4.424 4.184  0.1211
H 6.407 4.576 3.236  0.1044
H 6.959 3.330 1.166  0.1027
H 5.250 1.944 0.078  0.0961
H 3.592 1.825 -2.072  0.1124
H 4.712 0.248 -3.600  0.1067
H 5.004 -2.118 -2.945  0.1073
H 4.230 -2.889 -0.727  0.1074
H 3.123 -1.298 0.813  0.0739
H 0.580 1.483 -1.626  0.0488
H -0.619 3.289 -2.792  0.0951
H -0.162 5.653 -2.227  0.1032
H 1.495 6.194 -0.472  0.1079
H 2.667 4.404 0.712  0.1063
C -2.986 -2.555 2.550  -0.0236
O -1.159 -1.903 3.977  -0.0116
C 1.662 -0.698 2.813  -0.3132
O 2.320 -1.418 3.400  0.1396
H -3.566 -2.799 3.440  0.0925
H -3.308 -3.210 1.741  0.0856
H -3.194 -1.521 2.279  0.0617
C 0.024 -1.937 -0.962  -0.4923
P -0.442 -1.022 0.590  1.0248
C -2.092 -0.492 0.016  -0.3562
C -3.104 -1.365 -0.378  -0.1269
C -4.277 -0.882 -0.929  -0.0806
C -4.438 0.482 -1.141  -0.0731
C -3.414 1.354 -0.813  -0.0556
C -2.247 0.867 -0.238  -0.1039
C -0.533 -2.507 1.717  -0.2168
C -1.508 -2.756 2.875  -0.5177
C -1.343 -4.133 3.468  0.0037
C -0.290 -4.938 3.237  -0.0773
C 0.722 -4.517 2.345  -0.0430
C 0.562 -3.333 1.618  -0.1487
P 0.619 -1.110 -2.495  1.0577
C -0.921 -0.672 -3.397  -0.3780
C -2.050 -1.486 -3.460  -0.0931
C -3.143 -1.119 -4.227  -0.0818
C -3.117 0.061 -4.961  -0.0832
C -1.992 0.869 -4.925  -0.0821
C -0.903 0.502 -4.144  -0.1211
C 1.076 -2.593 -3.488  -0.3651
C 1.380 -2.352 -4.830  -0.1046
C 1.788 -3.377 -5.665  -0.0836
C 1.913 -4.671 -5.171  -0.0923
C 1.623 -4.921 -3.841  -0.0856
C 1.207 -3.890 -3.004  -0.0927
H -0.825 -2.594 -1.171  0.0510
H 0.852 -2.588 -0.694  -0.0010
H -2.982 -2.434 -0.251  0.1015
H -5.064 -1.572 -1.208  0.1091
H -5.355 0.858 -1.579  0.1059
H -3.513 2.416 -1.002  0.1103
H -1.437 1.549 -0.016  0.0607
H -1.171 -0.975 3.682  0.0276
H -2.098 -4.400 4.197  0.1206
H -0.199 -5.885 3.753  0.1064
H 1.615 -5.110 2.206  0.1050
H 1.375 -3.078 0.947  0.0807
H -2.076 -2.423 -2.917  0.1031
H -4.018 -1.757 -4.259  0.1065
H -3.971 0.344 -5.563  0.1027
H -1.959 1.783 -5.504  0.1031
H -0.022 1.134 -4.116  0.0909
H 1.290 -1.346 -5.226  0.1020
H 2.013 -3.168 -6.703  0.1032
H 2.233 -5.474 -5.821  0.1012
H 1.714 -5.925 -3.444  0.1025
H 0.984 -4.127 -1.972  0.0897